28
Properties=species:S:1:pos:R:3:nbo_charge:R:1 method="wB97M-V/def2-TZVPD" homo_energy_ev=-14.9 orbital_gap_ev=5.7211 spin_multiplicity=1 charge=+2
O 0.056 -3.199 -3.560 -0.304
C 0.022 -2.050 -3.559 0.304
Zn -0.014 -0.150 -3.593 1.422
O -2.653 -0.159 -6.761 -0.374
C -1.918 -0.169 -5.887 0.440
C 1.907 -0.158 -3.856 0.338
O 3.040 -0.155 -4.054 -0.274
C 0.014 1.729 -3.499 0.347
O 0.059 2.875 -3.483 -0.280
C -2.466 0.708 1.276 -0.418
N -1.057 0.239 1.109 -0.307
C -0.475 -0.222 -0.044 0.250
Se -1.415 -0.482 -1.625 -0.257
N 0.817 -0.566 0.318 -0.527
C 1.047 -0.323 1.675 0.174
C 2.175 -0.534 2.458 -0.226
C 2.013 -0.185 3.793 -0.164
C 0.827 0.328 4.309 -0.171
C -0.306 0.537 3.526 -0.191
C -0.139 0.191 2.183 0.086
H -2.472 1.742 1.627 0.241
H -2.985 0.089 2.009 0.245
H -2.984 0.651 0.329 0.236
H 1.497 -0.970 -0.329 0.429
H 3.041 -0.935 1.988 0.238
H 2.866 -0.334 4.439 0.250
H 0.749 0.581 5.358 0.251
H -1.248 0.921 3.855 0.245